Computed, not measured: a cluster of 2 separate species, C4H10O2 in total, with ωB97M-V/def2-TZVPD.

Computed properties:
Strongest force on any atom (eV Å⁻¹): 0.90
E (eV): -8403.7126
SMILES: OCCO.C=C
E_HOMO (Eh): -0.376
HOMO-LUMO gap (eV): 11.110

Structure (ORCA input):
```
! RIJCOSX wB97M-V def2-TZVPD def2/J DEFGRID3
* xyz 0 1
C 0.21170 -1.47527 -2.93698
C 0.78202 -0.27038 -2.98749
H 0.81580 -2.38960 -2.95358
H -0.87716 -1.58507 -2.87745
H 1.87088 -0.16058 -3.04701
H 0.17792 0.64395 -2.97089
O 0.56557 1.61648 2.82436
O 0.42744 -0.48477 0.96799
C -0.60722 0.84380 2.61376
C -0.70780 0.35801 1.18787
H 1.30865 1.07190 2.49019
H 0.50210 -0.66437 0.00748
H -0.63978 -0.02504 3.29897
H -1.47008 1.49437 2.85394
H -1.65535 -0.19363 1.03527
H -0.70470 1.22017 0.49352
*
```